# C17H22N4O5

An isolated molecule of C17H22N4O5 (ωB97M-V/def2-TZVPD, the OMol25 dataset).

XYZ file:
```
48
Properties=species:S:1:pos:R:3:lowdin_charge:R:1
C 0.76 5.81 -3.05 0.1353
C 0.17 5.17 -3.87 -0.0930
C -0.55 4.40 -4.87 -0.1675
O -0.13 3.02 -4.88 0.0085
C -0.67 2.25 -3.92 -0.4633
O -1.49 2.62 -3.12 0.1314
C -0.13 0.83 -4.02 -0.0683
N -0.60 0.01 -2.94 0.0825
C 0.15 -0.12 -1.80 -0.4339
O 1.31 0.21 -1.74 0.0857
C -0.60 -0.70 -0.61 -0.2252
C -1.27 0.47 0.14 -0.1229
C -2.11 0.00 1.32 -0.1651
C -2.80 1.15 2.02 -0.2509
O -1.83 2.02 2.54 -0.1887
C -2.40 3.14 3.18 -0.1168
N 0.35 -1.41 0.21 0.1280
C 0.04 -2.56 0.84 -0.4400
O -1.05 -3.10 0.78 0.0584
C 1.18 -3.19 1.59 -0.1758
C 1.22 -4.57 1.74 -0.0465
N 2.23 -5.17 2.34 0.1297
C 3.22 -4.40 2.80 -0.3149
C 4.36 -5.08 3.50 -0.0373
C 3.18 -3.02 2.63 -0.0723
N 2.18 -2.41 2.01 0.1366
H 1.29 6.38 -2.31 0.0315
H -1.62 4.45 -4.69 0.1278
H -0.33 4.76 -5.87 0.1310
H -0.43 0.42 -4.98 0.1390
H 0.95 0.87 -3.99 0.1367
H -1.59 -0.17 -2.87 0.1475
H -1.35 -1.42 -0.93 0.1527
H -0.50 1.16 0.48 0.1320
H -1.90 1.02 -0.57 0.1222
H -2.86 -0.72 0.99 0.1245
H -1.48 -0.52 2.04 0.1192
H -3.45 1.69 1.31 0.1254
H -3.44 0.77 2.83 0.1239
H -1.59 3.76 3.56 0.0867
H -3.01 3.73 2.48 0.0877
H -3.04 2.83 4.02 0.0865
H 1.28 -1.02 0.32 0.1370
H 0.41 -5.18 1.37 0.1220
H 5.10 -4.36 3.84 0.0731
H 4.00 -5.65 4.35 0.0827
H 4.85 -5.78 2.82 0.0830
H 3.99 -2.39 2.99 0.1144
```

SMILES ... C#CCOC(=O)CNC(=O)[C@H](CCCOC)NC(=O)c1cnc(C)cn1
Gap between HOMO and LUMO ... 9.80 eV
ΔE to the lowest compared entry with this formula, charge and spin ... 46.7 kcal/mol
Net charge ... 0

***

# C2H8N2

An isolated molecule of C2H8N2 in a non-equilibrium geometry (ωB97M-V/def2-TZVPD, the OMol25 dataset).

XYZ file:
```
12
Properties=species:S:1:pos:R:3:lowdin_charge:R:1
C 0.15 -0.41 -1.62 -0.1389
N -0.12 0.45 -0.46 -0.1469
C -0.16 -0.28 0.79 -0.3615
N -0.35 0.59 1.94 0.0064
H 0.47 0.17 -2.49 0.0733
H -0.77 -0.94 -1.89 0.0732
H 0.86 -1.20 -1.34 0.0666
H 0.54 1.22 -0.45 0.0930
H -0.96 -1.02 0.67 0.1100
H 0.75 -0.88 0.96 0.1108
H 0.54 0.97 2.23 0.0526
H -0.95 1.34 1.66 0.0614
```

SMILES ... CNCN
Gap between HOMO and LUMO ... 10.05 eV
ΔE to the lowest compared entry with this formula, charge and spin ... 5.6 kcal/mol
Net charge ... 0

***

# C30H64ClN4O5P2S

A cluster of 4 separate species, C30H64ClN4O5P2S in total (ωB97M-V/def2-TZVPD, the OMol25 dataset).

XYZ file:
```
107
Properties=species:S:1:pos:R:3:lowdin_charge:R:1
C 2.00 -0.65 -0.14 -0.0897
O 1.21 -0.45 1.04 -0.2882
C -0.06 -1.09 1.12 -0.7812
C -0.03 -2.62 0.83 -0.2979
N -0.61 -3.14 -0.38 -0.0046
P -0.50 -0.88 2.92 0.4019
S -2.35 -0.41 3.26 0.1472
P -1.50 -0.22 0.22 0.5730
O -1.09 1.32 0.58 -0.3810
Cl -0.84 -0.15 -1.78 0.2386
H 1.56 -1.35 -0.83 0.0478
H 2.98 -1.01 0.17 0.0951
H 2.12 0.31 -0.65 0.0878
H -0.52 -3.15 1.65 0.0927
H 1.03 -2.90 0.86 0.1148
H -0.22 -2.74 -1.22 0.0296
H -1.62 -3.10 -0.40 0.0682
H 0.47 0.02 3.41 -0.0181
H -0.12 -2.10 3.51 -0.0088
H -0.37 1.39 1.22 0.0386
C 3.61 -7.05 -1.43 -0.0284
C 2.73 -5.87 -1.87 -0.4866
C 1.80 -6.26 -3.01 -0.1274
C 2.53 -6.46 -4.34 -0.1709
C 3.34 -5.22 -4.71 -0.1298
C 4.31 -4.77 -3.61 -0.4902
N 3.55 -4.69 -2.32 -0.1029
O 2.97 -3.57 -2.14 -0.0395
C 5.51 -5.71 -3.51 -0.0292
C 4.84 -3.38 -3.92 -0.0448
C 1.93 -5.42 -0.66 -0.0488
H 2.98 -7.76 -0.89 0.0881
H 4.06 -7.60 -2.26 0.0574
H 4.40 -6.72 -0.76 0.0940
H 1.05 -5.47 -3.13 0.1256
H 1.26 -7.17 -2.72 0.1262
H 3.17 -7.35 -4.30 0.1029
H 1.79 -6.66 -5.13 0.1129
H 3.92 -5.41 -5.62 0.1247
H 2.65 -4.40 -4.93 0.1246
H 6.08 -5.51 -2.60 0.0940
H 6.17 -5.52 -4.36 0.0866
H 5.25 -6.76 -3.54 0.0591
H 4.04 -2.66 -4.09 0.0781
H 5.45 -3.43 -4.82 0.0881
H 5.46 -3.01 -3.11 0.0920
H 2.59 -5.06 0.13 0.0940
H 1.35 -6.27 -0.26 0.0945
H 1.23 -4.64 -0.92 0.0413
C -6.83 3.32 -3.21 -0.0315
C -6.82 3.26 -1.68 -0.4927
C -5.63 4.02 -1.10 -0.1306
C -4.30 3.32 -1.33 -0.1649
C -4.33 1.89 -0.80 -0.1413
C -5.50 1.06 -1.33 -0.4835
N -6.77 1.85 -1.16 -0.1092
O -7.31 1.71 -0.02 -0.0247
C -5.26 0.65 -2.79 -0.0263
C -5.64 -0.22 -0.51 -0.0414
C -8.13 3.87 -1.20 -0.0456
H -7.12 4.32 -3.52 0.0859
H -5.86 3.11 -3.66 0.0563
H -7.55 2.61 -3.62 0.0934
H -5.79 4.14 -0.02 0.1257
H -5.62 5.03 -1.53 0.1233
H -4.04 3.32 -2.40 0.1040
H -3.50 3.87 -0.83 0.1135
H -3.40 1.37 -1.05 0.0638
H -4.39 1.92 0.30 0.1297
H -6.18 0.24 -3.23 0.0931
H -4.50 -0.13 -2.81 0.0823
H -4.90 1.45 -3.42 0.0594
H -5.72 -0.02 0.55 0.0808
H -4.75 -0.83 -0.68 0.0726
H -6.52 -0.79 -0.83 0.0921
H -8.98 3.29 -1.54 0.0919
H -8.21 4.88 -1.61 0.0863
H -8.18 3.94 -0.12 0.0784
C 1.31 5.77 3.42 -0.0283
C 1.36 4.63 4.45 -0.4909
C 2.41 4.91 5.53 -0.1305
C 3.85 4.78 5.02 -0.1714
C 4.08 3.41 4.38 -0.1294
C 3.07 3.06 3.29 -0.4858
N 1.68 3.31 3.82 -0.1001
O 1.22 2.31 4.48 -0.0452
C 3.34 3.86 2.01 -0.0257
C 3.16 1.59 2.92 -0.0447
C -0.03 4.53 5.07 -0.0397
H 0.83 6.63 3.88 0.0879
H 2.28 6.09 3.06 0.0574
H 0.70 5.47 2.55 0.0943
H 2.26 4.20 6.34 0.1255
H 2.23 5.91 5.93 0.1253
H 4.07 5.58 4.30 0.1030
H 4.54 4.91 5.85 0.1127
H 5.08 3.36 3.95 0.1250
H 4.03 2.64 5.16 0.1251
H 2.51 3.78 1.31 0.0930
H 4.23 3.45 1.52 0.0875
H 3.54 4.92 2.18 0.0598
H 3.05 0.94 3.78 0.0819
H 4.13 1.39 2.46 0.0931
H 2.38 1.33 2.20 0.0661
H -0.77 4.25 4.32 0.0938
H -0.30 5.50 5.48 0.0886
H -0.06 3.79 5.87 0.0796
```

Spin multiplicity ... 4
Gap between HOMO and LUMO (alpha / beta) ... 8.23 / 8.80 eV
ΔE to the lowest compared entry with this formula, charge and spin ... 0.0 kcal/mol
Net charge ... 0

***

# C19H39Cl16I2NOP

A cluster of 9 separate species, C19H39Cl16I2NOP in total in a non-equilibrium geometry (ωB97M-V/def2-TZVPD, the OMol25 dataset).

XYZ file:
```
79
Properties=species:S:1:pos:R:3:lowdin_charge:R:1
O 2.92 -2.10 3.52 -0.4428
P 3.79 -3.38 2.79 0.3609
I 4.37 -2.36 0.46 0.0521
N 2.78 -4.56 2.49 -0.3796
C 1.36 -4.33 2.69 -0.4251
C 0.72 -3.28 1.75 -0.3330
C -0.06 -2.23 2.54 -0.5862
I -1.72 -1.51 1.32 0.7771
H 2.99 -1.35 2.91 -0.0244
H 1.10 -4.13 3.73 0.0206
H 0.87 -5.27 2.45 0.0461
H 1.45 -2.82 1.11 0.0305
H -0.01 -3.77 1.12 0.0531
H -0.43 -2.65 3.45 0.0386
H 0.53 -1.35 2.72 0.0159
Cl -6.17 -4.07 -0.53 0.5245
C -5.45 -3.04 0.74 -0.6726
C -6.09 -1.68 0.82 -0.6921
Cl -5.72 -0.68 -0.61 0.5209
H -4.39 -2.93 0.53 -0.0021
H -5.57 -3.57 1.68 0.0760
H -5.68 -1.16 1.69 -0.0133
H -7.17 -1.74 0.92 0.0664
Cl 0.24 -8.42 2.64 0.5511
C 0.37 -8.70 4.40 -0.6685
C -0.48 -7.74 5.19 -0.6645
Cl 0.15 -6.08 5.10 0.6178
H 1.41 -8.63 4.67 0.0694
H 0.03 -9.72 4.58 0.0656
H -0.47 -8.03 6.24 0.0661
H -1.50 -7.73 4.84 0.0640
Cl 3.83 1.09 -1.40 0.4870
C 4.85 1.24 -2.84 -0.6743
C 4.95 -0.04 -3.62 -0.6597
Cl 5.87 -1.31 -2.76 0.4833
H 5.83 1.59 -2.52 0.0017
H 4.40 2.01 -3.46 0.0455
H 5.47 0.15 -4.55 0.0653
H 3.97 -0.45 -3.85 0.0653
Cl 6.58 2.12 0.45 0.5654
C 8.28 2.63 0.36 -0.6659
C 8.55 3.56 -0.79 -0.6605
Cl 8.42 2.75 -2.37 0.5517
H 8.90 1.74 0.30 0.0692
H 8.50 3.15 1.30 0.0686
H 9.57 3.95 -0.72 0.0664
H 7.86 4.40 -0.79 0.0662
Cl -3.54 1.63 3.20 0.5573
C -5.19 2.26 3.00 -0.6559
C -6.10 1.70 4.07 -0.6466
Cl -6.33 -0.05 3.82 0.5880
H -5.54 1.99 2.01 0.0647
H -5.14 3.34 3.07 0.0742
H -7.08 2.17 4.01 0.0720
H -5.70 1.86 5.06 0.0674
Cl 0.14 3.77 1.17 0.5312
C -0.73 2.29 0.68 -0.6860
C -1.49 2.49 -0.60 -0.6392
Cl -2.87 3.62 -0.40 0.5255
H -1.39 2.00 1.49 -0.0070
H 0.01 1.51 0.54 0.0646
H -1.91 1.54 -0.93 0.0689
H -0.86 2.88 -1.39 0.0422
Cl -4.66 6.52 -5.30 0.5271
C -5.02 5.17 -4.19 -0.6612
C -3.82 4.30 -3.93 -0.6741
Cl -3.33 3.38 -5.37 0.5559
H -5.84 4.60 -4.61 0.0671
H -5.36 5.61 -3.25 0.0725
H -4.06 3.57 -3.15 0.0447
H -2.97 4.89 -3.60 0.0642
Cl 0.63 2.23 -4.10 0.5554
C 0.42 3.41 -5.41 -0.6791
C 1.62 3.48 -6.31 -0.6629
Cl 3.04 4.18 -5.49 0.5403
H 0.20 4.38 -4.96 0.0679
H -0.45 3.10 -5.98 0.0353
H 1.40 4.12 -7.16 0.0704
H 1.90 2.50 -6.68 0.0674
```

Gap between HOMO and LUMO ... 5.05 eV
Net charge ... -1

***

# FInNO3

A structure of composition FInNO3 in a non-equilibrium geometry (ωB97M-V/def2-TZVPD, the OMol25 dataset).

XYZ file:
```
6
Properties=species:S:1:pos:R:3:lowdin_charge:R:1
In 23.92 -10.02 -1.56 1.0987
N 24.96 -11.64 -4.99 -0.5137
O 24.90 -11.63 -6.19 0.3025
O 25.33 -12.67 -4.36 0.3011
O 24.61 -10.69 -4.33 0.0154
F 24.89 -12.70 -2.36 -0.2040
```

Gap between HOMO and LUMO ... 5.99 eV
ΔE to the lowest compared entry with this formula, charge and spin ... 0.0 kcal/mol
Net charge ... +1

***

# C31H30ClGdP2

A structure of composition C31H30ClGdP2 in a non-equilibrium geometry (ωB97M-V/def2-TZVPD, the OMol25 dataset).

XYZ file:
```
65
Properties=species:S:1:pos:R:3:lowdin_charge:R:1
Gd -0.79 0.87 1.64 1.1224
Cl -1.04 1.76 3.88 -0.1162
P -0.71 -1.78 0.34 0.9646
C 0.56 -3.03 0.08 -0.3856
C 0.51 -3.96 -0.98 -0.0721
C 1.50 -4.94 -1.11 -0.0445
C 2.56 -4.99 -0.20 -0.0414
C 2.62 -4.07 0.85 -0.0565
C 1.62 -3.10 1.00 -0.1231
C -1.49 -2.15 1.96 -0.4339
C -2.62 -1.35 2.32 -0.2185
C -3.20 -1.53 3.59 -0.0601
C -2.66 -2.46 4.48 -0.0402
C -1.58 -3.27 4.11 -0.0204
C -1.04 -3.16 2.82 -0.0542
C -1.99 -2.24 -0.87 -0.3936
C -2.46 -1.28 -1.78 -0.1112
C -3.47 -1.60 -2.68 -0.0634
C -4.03 -2.88 -2.71 -0.0384
C -3.59 -3.84 -1.78 -0.0400
C -2.59 -3.51 -0.86 -0.0884
H -3.15 -0.76 1.56 0.1027
H -4.09 -0.94 3.85 0.1286
H -3.10 -2.57 5.47 0.1289
H -1.18 -4.00 4.81 0.1260
H -0.24 -3.83 2.52 0.1058
H -0.30 -3.94 -1.71 0.1028
H 1.45 -5.66 -1.93 0.1208
H 3.33 -5.75 -0.30 0.1203
H 3.44 -4.10 1.57 0.1175
H 1.65 -2.40 1.83 0.1030
H -2.06 -0.27 -1.73 0.0829
H -3.85 -0.82 -3.36 0.1153
H -4.82 -3.12 -3.42 0.1200
H -4.04 -4.83 -1.79 0.1199
H -2.30 -4.26 -0.13 0.1214
H 1.73 -0.62 -2.33 0.0336
H 1.19 -0.41 -2.78 0.0353
C 1.55 4.27 1.88 -0.2628
P 1.17 3.02 0.59 0.9520
C -0.04 3.95 -0.46 -0.3818
C -0.83 4.97 0.11 -0.0881
C -1.93 5.47 -0.58 -0.0477
C -2.25 4.98 -1.85 -0.0401
C -1.44 4.00 -2.43 -0.0621
C -0.35 3.49 -1.75 -0.1056
C 2.80 2.96 -0.30 -0.3449
C 2.90 2.31 -1.55 -0.1068
C 4.16 2.05 -2.11 -0.0582
C 5.33 2.43 -1.46 -0.0404
C 5.24 3.18 -0.28 -0.0429
C 3.99 3.47 0.27 -0.0796
H 0.69 4.40 2.54 0.0369
H 1.88 5.23 1.46 0.0902
H 2.35 3.82 2.49 0.0535
H -0.58 5.38 1.09 0.1008
H -2.54 6.25 -0.12 0.1221
H -3.13 5.36 -2.38 0.1206
H -1.65 3.65 -3.44 0.1190
H 0.29 2.75 -2.23 0.0818
H 2.02 2.04 -2.11 0.0558
H 4.22 1.55 -3.08 0.1183
H 6.31 2.16 -1.87 0.1206
H 6.15 3.54 0.21 0.1222
H 3.95 4.12 1.15 0.0968
```

Spin multiplicity ... 8
Gap between HOMO and LUMO (alpha / beta) ... 7.29 / 4.46 eV
Net charge ... +2